A cluster of 4 separate species, C4H16O4 in total at a distorted geometry. Source: the OMol25 dataset; level of theory: ωB97M-V/def2-TZVPD.

- Relative energy (zero: lowest compared OMol25 entry of this formula, charge and spin): 113.2 kJ/mol
- SMILES string: CCCCO.O.O.O
- Kohn-Sham gap: 10.9723 eV
- Total energy: -12596.663 eV
- F_max: 2.20 eV Å⁻¹

Positions of all 24 atoms, in Å:
C1 -2.02 -2.99 -2.21
C2 -1.00 -3.11 -1.10
C3 -0.25 -1.79 -0.60
C4 0.23 -0.88 -1.72
O1 1.01 0.14 -1.11
H1 -2.64 -2.11 -2.07
H2 -2.73 -3.87 -2.24
H3 -1.63 -2.93 -3.21
H4 -1.50 -3.57 -0.25
H5 -0.11 -3.70 -1.37
H6 -0.98 -1.36 0.06
H7 0.64 -2.10 -0.02
H8 -0.67 -0.58 -2.25
H9 0.91 -1.51 -2.29
H10 1.61 0.49 -1.78
O2 -0.24 4.83 4.11
H11 -0.53 5.48 3.46
H12 0.60 5.16 4.44
O3 0.93 1.86 3.55
H13 0.94 1.42 4.42
H14 -0.02 1.96 3.41
O4 2.74 3.05 -0.69
H15 2.35 3.83 -0.29
H16 2.35 2.27 -0.26